No. 1
Entry from the Open Molecules 2025 dataset: 2 unconnected molecules or ions with the total composition C4H5I (ωB97M-V/def2-TZVPD).

Each line ends with the Löwdin charge.
Element x y z (Å)
C -2.119 -0.765 -1.493  0.001
C -1.131 -1.491 -1.473  -0.886
I 0.453 -2.622 -1.582  0.921
H -2.961 -0.184 -1.364  -0.001
C 0.915 0.239 1.091  -0.116
C 0.957 1.539 0.824  -0.072
H 0.132 -0.428 0.760  -0.009
H 1.570 -0.359 1.741  0.054
H 0.295 2.050 0.178  0.028
H 1.889 2.022 1.317  0.080

The calculation puts the frontier orbital gap at 9.971 eV. For the electronic energy, the calculation gives -12325.9758 eV. The LUMO energy is 0.4 eV. The structure (SMILES) is C#CI.C=C.

***

No. 2
Entry from the Open Molecules 2025 dataset: a molecular structure, C23H13Cl2N7O2PtSe (ωB97M-V/def2-TZVPD).

Each line ends with the Löwdin charge.
Element x y z (Å)
Pt 0.179 0.736 0.324  1.447
Cl -5.548 3.359 -2.187  0.676
C -3.875 2.990 -1.938  -0.673
C -3.530 2.226 -0.831  -0.024
C -2.198 1.919 -0.611  -0.188
N -1.708 1.161 0.475  -0.079
C -2.448 0.507 1.406  -0.479
O -3.640 0.600 1.610  0.084
C -1.591 -0.428 2.237  -0.201
C -2.177 -1.274 3.155  0.008
C -1.371 -2.171 3.837  -0.021
C -0.009 -2.190 3.580  -0.029
C 0.507 -1.310 2.648  -0.102
N -0.270 -0.442 2.000  -0.061
C -1.212 2.377 -1.504  -0.186
C -1.564 3.143 -2.602  -0.029
C -2.902 3.445 -2.815  -0.676
Cl -3.316 4.398 -4.200  0.673
N 0.107 1.996 -1.169  -0.069
C 1.248 2.335 -1.799  -0.449
O 1.395 3.048 -2.775  0.079
C 2.465 1.739 -1.102  -0.164
C 3.733 2.024 -1.564  0.025
C 4.822 1.526 -0.866  -0.025
C 4.607 0.775 0.278  -0.033
C 3.306 0.520 0.673  -0.118
N 2.258 0.976 -0.013  -0.070
H -4.292 1.878 -0.154  0.104
H -3.249 -1.223 3.285  0.128
H -1.803 -2.860 4.550  0.119
H 0.652 -2.887 4.073  0.113
H 1.554 -1.320 2.384  0.099
H -0.811 3.499 -3.286  0.104
H 3.823 2.637 -2.449  0.128
H 5.829 1.731 -1.205  0.118
H 5.424 0.379 0.862  0.114
H 3.091 -0.071 1.552  0.103
Se -3.034 -3.095 -0.062  1.025
N -1.688 -4.297 -0.130  -0.265
C -0.577 -3.607 -0.337  -0.420
C 0.707 -4.161 -0.470  -0.035
C 1.779 -3.298 -0.695  -0.100
C 1.586 -1.934 -0.721  -0.186
N 0.375 -1.348 -0.554  -0.021
C -0.725 -2.146 -0.409  -0.481
N -1.936 -1.668 -0.280  -0.247
H 0.834 -5.233 -0.411  0.105
H 2.777 -3.680 -0.858  0.097
H 2.417 -1.278 -0.930  0.082

The calculation puts the frontier orbital gap (spin up / spin down) at 5.145 / 6.247 eV. For the electronic energy, the calculation gives -132225.6546 eV. Its spin multiplicity is 3. The LUMO energy (spin up / spin down) is -0.9 / -1.8 eV.

***

No. 3
Entry from the Open Molecules 2025 dataset: a molecular structure, C3H5LaO4 (ωB97M-V/def2-TZVPD).

Each line ends with the Löwdin charge.
Element x y z (Å)
O -0.577 0.824 -0.706  -0.035
C -0.083 -0.262 -0.301  -0.763
C -2.610 0.636 0.012  -0.057
O 1.122 -0.493 -0.065  -0.250
O -0.958 -1.085 0.316  -0.009
C -2.324 -0.864 -0.039  -0.162
La 3.888 0.506 -0.293  1.017
H -2.793 1.038 -0.995  0.113
H -2.246 1.075 0.953  0.126
H -2.490 -1.254 -1.050  0.131
H -2.928 -1.404 0.699  0.131
O -4.331 0.733 0.500  -0.237
H -4.569 1.653 0.366  -0.005

The calculation puts the frontier orbital gap (spin up / spin down) at 5.391 / 5.378 eV. For the electronic energy, the calculation gives -12235.4781 eV. The LUMO energy (spin up / spin down) is -1.8 / -1.8 eV.

***

No. 4
Entry from the Open Molecules 2025 dataset: C5H6N2 in the gas phase (ωB97M-V/def2-TZVPD).

Each line ends with the Löwdin charge.
Element x y z (Å)
N 2.549 -1.162 1.106  0.168
C 1.694 -0.449 0.829  -0.154
C 0.656 0.517 0.467  -0.200
C 0.497 0.893 -1.038  -0.098
C -0.901 0.462 -0.877  -0.092
C -1.268 -1.105 0.752  -0.020
N -0.721 0.021 0.363  -0.180
H 0.667 1.367 1.131  0.150
H 1.126 0.253 -1.660  0.114
H 0.650 1.934 -1.296  0.101
H -1.796 0.421 -1.478  0.117
H -1.708 -1.697 -0.029  0.055
H -1.446 -1.456 1.731  0.039

The calculation puts the frontier orbital gap (spin up / spin down) at 7.714 / 7.893 eV. For the electronic energy, the calculation gives -8257.9733 eV. The LUMO energy (spin up / spin down) is 0.6 / 0.7 eV.

***

- Look up the electronic energy of the third one.
  -12235.4781 eV

***

Please write out number 2 again, unchanged.
Entry from the Open Molecules 2025 dataset: a molecular structure, C23H13Cl2N7O2PtSe (ωB97M-V/def2-TZVPD).

Each line ends with the Löwdin charge.
Element x y z (Å)
Pt 0.179 0.736 0.324  1.447
Cl -5.548 3.359 -2.187  0.676
C -3.875 2.990 -1.938  -0.673
C -3.530 2.226 -0.831  -0.024
C -2.198 1.919 -0.611  -0.188
N -1.708 1.161 0.475  -0.079
C -2.448 0.507 1.406  -0.479
O -3.640 0.600 1.610  0.084
C -1.591 -0.428 2.237  -0.201
C -2.177 -1.274 3.155  0.008
C -1.371 -2.171 3.837  -0.021
C -0.009 -2.190 3.580  -0.029
C 0.507 -1.310 2.648  -0.102
N -0.270 -0.442 2.000  -0.061
C -1.212 2.377 -1.504  -0.186
C -1.564 3.143 -2.602  -0.029
C -2.902 3.445 -2.815  -0.676
Cl -3.316 4.398 -4.200  0.673
N 0.107 1.996 -1.169  -0.069
C 1.248 2.335 -1.799  -0.449
O 1.395 3.048 -2.775  0.079
C 2.465 1.739 -1.102  -0.164
C 3.733 2.024 -1.564  0.025
C 4.822 1.526 -0.866  -0.025
C 4.607 0.775 0.278  -0.033
C 3.306 0.520 0.673  -0.118
N 2.258 0.976 -0.013  -0.070
H -4.292 1.878 -0.154  0.104
H -3.249 -1.223 3.285  0.128
H -1.803 -2.860 4.550  0.119
H 0.652 -2.887 4.073  0.113
H 1.554 -1.320 2.384  0.099
H -0.811 3.499 -3.286  0.104
H 3.823 2.637 -2.449  0.128
H 5.829 1.731 -1.205  0.118
H 5.424 0.379 0.862  0.114
H 3.091 -0.071 1.552  0.103
Se -3.034 -3.095 -0.062  1.025
N -1.688 -4.297 -0.130  -0.265
C -0.577 -3.607 -0.337  -0.420
C 0.707 -4.161 -0.470  -0.035
C 1.779 -3.298 -0.695  -0.100
C 1.586 -1.934 -0.721  -0.186
N 0.375 -1.348 -0.554  -0.021
C -0.725 -2.146 -0.409  -0.481
N -1.936 -1.668 -0.280  -0.247
H 0.834 -5.233 -0.411  0.105
H 2.777 -3.680 -0.858  0.097
H 2.417 -1.278 -0.930  0.082

The calculation puts the frontier orbital gap (spin up / spin down) at 5.145 / 6.247 eV. For the electronic energy, the calculation gives -132225.6546 eV. Its spin multiplicity is 3. The LUMO energy (spin up / spin down) is -0.9 / -1.8 eV.

***

- What is the formula in the first record?
  C4H5I